No. 1
ORCA calculation (wB97M-V/def2-TZVPD) on a structure of composition C21H20Cl3O6RuS3Si.

Each line ends with the Löwdin spin population.
Cartesian coordinates (Å):
Ru -0.886 0.610 0.703  0.706
O -0.279 0.019 -3.435  -0.001
C -0.056 0.709 -2.431  0.003
O -0.848 0.838 -1.444  0.018
C 1.254 1.517 -2.434  0.001
C 0.989 3.012 -2.195  0.000
C 2.242 3.835 -2.572  0.000
C 3.145 3.594 -1.331  0.000
C 2.281 2.588 -0.550  0.001
O 0.978 3.112 -0.779  0.001
C 2.311 1.245 -1.317  0.000
C 2.157 -0.012 -0.454  0.002
O 2.994 -0.915 -0.620  0.004
O 1.204 -0.078 0.386  0.018
H 1.698 1.348 -3.415  0.000
H 0.044 3.374 -2.594  0.000
H 1.988 4.890 -2.680  0.000
H 2.693 3.492 -3.505  0.000
H 3.273 4.510 -0.753  0.000
H 4.131 3.199 -1.583  0.000
H 2.458 2.520 0.521  0.001
H 3.285 1.123 -1.792  0.000
S -0.593 2.722 1.611  0.064
C -1.161 2.548 3.251  0.008
C -1.298 3.671 4.080  0.002
C -1.720 3.551 5.390  0.011
C -2.027 2.291 5.911  0.000
C -1.902 1.175 5.105  0.012
C -1.470 1.287 3.780  0.005
S -1.282 -0.127 2.774  0.148
H -1.072 4.647 3.664  -0.001
H -1.822 4.437 6.008  0.001
H -2.368 2.189 6.935  0.000
H -2.147 0.190 5.488  0.000
C 0.753 -3.225 -0.071  0.000
S -0.233 -2.003 -0.934  0.000
O -1.215 -1.500 0.104  -0.001
C -1.226 -3.127 -1.906  0.000
C -0.684 -3.643 -3.074  0.000
C -1.442 -4.503 -3.854  0.000
C -2.741 -4.818 -3.476  0.000
C -3.284 -4.267 -2.322  0.000
C -2.528 -3.413 -1.531  0.000
H 0.094 -3.836 0.544  0.000
H 1.456 -2.631 0.512  0.000
H 1.294 -3.821 -0.805  0.000
H 0.311 -3.341 -3.380  0.000
H -1.030 -4.903 -4.773  0.000
H -3.341 -5.475 -4.096  0.000
H -4.308 -4.488 -2.047  0.000
H -2.933 -2.930 -0.650  0.000
Cl -4.276 1.865 2.087  -0.002
Si -3.093 1.166 0.488  0.005
Cl -4.306 -0.433 -0.204  -0.004
Cl -3.499 2.659 -0.945  -0.003

Cartesian forces (eV/Å) of the 2 atoms listed first:
Ru -0.2 0.0 -0.2
O 0.0 0.0 0.0

Output
2S+1 = 2
E_LUMO (spin up / spin down) = 4.4 / 4.4 eV
Total charge = -2
HOMO (spin up / spin down) = -1.1 / -1.4 eV
Kohn-Sham gap (spin up / spin down) = 5.54 / 5.78 eV
Relative energy (zero: lowest compared OMol25 entry of this formula, charge and spin) = 97.6 kJ/mol

---

No. 2
ORCA calculation (wB97M-V/def2-TZVPD) on the molecule C21H20ClN5O.

Each line ends with the natural charge from an NBO analysis.
Cartesian coordinates (Å):
C 3.922 2.344 0.498  -0.377
C 2.844 2.623 -0.218  -0.191
C 2.257 1.690 -1.234  -0.252
N 0.865 1.388 -0.945  -0.161
C 0.360 0.885 0.200  -0.031
C -0.998 0.745 0.012  -0.197
C -1.972 0.252 0.974  0.209
N -3.257 0.141 0.657  -0.274
N -3.867 -0.337 1.763  -0.348
C -2.986 -0.526 2.761  0.184
C -1.761 -0.161 2.310  -0.178
C -0.733 -0.351 3.368  -0.211
N -1.566 -0.800 4.516  -0.426
C -0.864 -1.214 5.621  0.703
O 0.344 -1.047 5.630  -0.612
C -1.519 -1.842 6.833  -0.182
C -0.618 -1.743 8.032  -0.045
C -0.802 -0.705 8.942  -0.132
C 0.011 -0.557 10.053  -0.234
C 1.036 -1.465 10.277  -0.198
C 1.242 -2.505 9.387  -0.228
C 0.424 -2.632 8.275  0.001
Cl 0.743 -3.943 7.178  0.003
C -3.000 -1.845 7.138  -0.407
C -2.330 -3.103 6.689  -0.384
C -2.994 -0.969 4.183  -0.242
C -1.208 1.187 -1.312  -0.031
N -0.080 1.581 -1.877  -0.259
H 4.324 3.050 1.212  0.206
H 4.442 1.400 0.388  0.193
H 2.326 3.569 -0.090  0.208
H 2.250 2.139 -2.227  0.240
H 2.838 0.766 -1.281  0.203
H 0.993 0.683 1.049  0.224
H -4.857 -0.502 1.744  0.409
H 0.006 -1.119 3.124  0.214
H -0.177 0.546 3.644  0.217
H -1.605 0.001 8.764  0.206
H -0.156 0.263 10.739  0.215
H 1.677 -1.366 11.143  0.217
H 2.039 -3.219 9.544  0.228
H -3.264 -1.758 8.183  0.229
H -3.701 -1.357 6.484  0.215
H -2.521 -3.481 5.694  0.217
H -2.148 -3.877 7.421  0.234
H -3.625 -0.316 4.790  0.204
H -3.333 -2.000 4.308  0.205
H -2.140 1.240 -1.850  0.219

Cartesian forces (eV/Å) of the 2 atoms listed first:
C 0.0 0.0 0.0
C 0.0 0.0 0.0

Output
E_LUMO = 0.5 eV
HOMO = -8.4 eV
Kohn-Sham gap = 8.86 eV
Relative energy (zero: lowest compared OMol25 entry of this formula, charge and spin) = 201.4 kJ/mol

---

No. 3
ORCA calculation (wB97M-V/def2-TZVPD) on the molecule C21H20ClN5O in a non-equilibrium geometry.

Each line ends with the natural charge from an NBO analysis.
Cartesian coordinates (Å):
C -6.511 -1.795 -0.536  -0.598
C -5.663 -1.120 -1.642  -0.308
C -6.588 -0.103 -2.389  -0.598
C -4.441 -0.419 -1.058  0.683
O -4.303 0.786 -1.066  -0.564
N -3.442 -1.295 -0.659  -0.623
C -2.178 -0.963 -0.287  0.470
N -1.344 -2.046 0.082  -0.540
C -0.219 -1.444 0.254  0.538
N -0.334 -0.095 0.067  -0.211
N -1.598 0.226 -0.288  -0.290
C 0.829 0.773 0.173  -0.072
C 1.041 1.462 -1.189  -0.093
C 0.561 2.763 -1.336  -0.180
C 0.618 3.417 -2.540  -0.208
C 1.133 2.791 -3.688  -0.194
C 1.526 1.473 -3.629  -0.267
C 1.436 0.776 -2.402  0.081
Cl 1.839 -0.915 -2.509  -0.012
C 2.096 0.009 0.529  -0.268
C 2.151 -1.369 0.737  0.198
C 3.418 -2.074 0.948  -0.088
C 4.641 -1.528 0.518  -0.167
C 5.837 -2.210 0.642  -0.211
C 5.826 -3.416 1.307  -0.204
C 4.654 -3.941 1.859  -0.204
C 3.443 -3.262 1.671  -0.192
N 0.952 -2.093 0.613  -0.600
H -6.901 -1.035 0.133  0.213
H -5.909 -2.465 0.078  0.204
H -7.328 -2.350 -0.979  0.214
H -5.296 -1.885 -2.356  0.209
H -5.982 0.481 -3.084  0.225
H -7.016 0.581 -1.656  0.217
H -7.404 -0.633 -2.964  0.206
H -3.616 -2.284 -0.770  0.417
H 0.664 1.516 0.963  0.215
H 0.109 3.211 -0.455  0.220
H 0.279 4.439 -2.623  0.215
H 1.155 3.390 -4.591  0.218
H 1.888 1.028 -4.534  0.227
H 2.984 0.621 0.661  0.226
H 4.647 -0.581 0.018  0.216
H 6.782 -1.750 0.308  0.223
H 6.681 -4.033 1.448  0.213
H 4.651 -4.913 2.341  0.217
H 2.515 -3.647 2.076  0.211
H 1.008 -3.085 0.504  0.420

Cartesian forces (eV/Å) of the 2 atoms listed first:
C 0.8 0.1 -0.2
C -1.2 0.1 -0.2

Output
E_LUMO = 0.5 eV
HOMO = -7.9 eV
Kohn-Sham gap = 8.35 eV
Relative energy (zero: lowest compared OMol25 entry of this formula, charge and spin) = 0.0 kJ/mol

---

No. 4
ORCA calculation (wB97M-V/def2-TZVPD) on the molecule C21H20ClN5O in a non-equilibrium geometry.

Each line ends with the natural charge from an NBO analysis.
Cartesian coordinates (Å):
C 3.980 3.124 5.354  -0.384
C 4.654 2.102 4.803  -0.182
C 4.167 0.664 4.761  -0.250
N 4.093 0.139 3.406  -0.163
C 3.031 0.189 2.540  -0.033
C 3.450 -0.433 1.374  -0.200
C 2.703 -0.639 0.144  0.193
N 3.247 -1.214 -0.917  -0.267
N 2.280 -1.232 -1.849  -0.329
C 1.121 -0.676 -1.391  0.119
C 1.368 -0.291 -0.117  -0.113
C 0.134 0.333 0.469  -0.221
N -0.833 0.264 -0.645  -0.416
C -2.069 0.810 -0.550  0.695
O -2.422 1.384 0.483  -0.631
C -3.063 0.718 -1.752  -0.170
C -3.471 -0.680 -2.241  -0.060
C -4.247 -1.457 -1.372  -0.134
C -4.667 -2.736 -1.734  -0.223
C -4.313 -3.258 -2.976  -0.200
C -3.537 -2.499 -3.850  -0.227
C -3.110 -1.218 -3.494  -0.041
Cl -2.124 -0.370 -4.636  0.007
C -4.184 1.766 -1.685  -0.396
C -3.055 1.960 -2.649  -0.403
C -0.273 -0.378 -1.843  -0.236
C 4.773 -0.809 1.662  -0.030
N 5.158 -0.469 2.872  -0.258
H 4.387 4.126 5.349  0.204
H 3.014 2.984 5.818  0.191
H 5.620 2.283 4.348  0.209
H 4.854 0.040 5.336  0.233
H 3.186 0.560 5.225  0.208
H 2.101 0.659 2.822  0.219
H 2.421 -1.617 -2.771  0.408
H -0.245 -0.212 1.335  0.210
H 0.293 1.370 0.773  0.213
H -4.526 -1.059 -0.406  0.223
H -5.266 -3.321 -1.050  0.219
H -4.638 -4.248 -3.261  0.221
H -3.259 -2.905 -4.811  0.227
H -5.168 1.493 -2.070  0.218
H -4.269 2.437 -0.828  0.244
H -2.325 2.750 -2.458  0.226
H -3.278 1.873 -3.712  0.226
H -0.304 0.301 -2.696  0.221
H -0.824 -1.285 -2.093  0.215
H 5.437 -1.323 0.981  0.216

Cartesian forces (eV/Å) of the 2 atoms listed first:
C 0.6 -1.0 -0.5
C -0.8 0.5 0.4

Output
E_LUMO = 0.5 eV
HOMO = -8.4 eV
Kohn-Sham gap = 8.86 eV
Relative energy (zero: lowest compared OMol25 entry of this formula, charge and spin) = 207.2 kJ/mol

---

No. 5
ORCA calculation (wB97M-V/def2-TZVPD) on the molecule C21H20FN3O4S in a non-equilibrium geometry.

Each line ends with the natural charge from an NBO analysis.
Cartesian coordinates (Å):
C -5.234 -1.809 1.348  -0.254
O -4.849 -1.020 0.246  -0.471
C -3.832 -0.145 0.394  0.292
C -3.137 0.079 1.574  -0.304
C -2.101 1.004 1.618  -0.158
C -1.778 1.690 0.473  -0.356
S -0.417 2.817 0.484  2.314
O -0.132 3.307 1.797  -0.908
O -0.488 3.760 -0.589  -0.914
N 0.868 1.731 0.085  -0.437
N 0.640 0.404 0.102  -0.238
C 1.797 -0.216 0.041  0.334
N 1.870 -1.595 0.043  -0.374
C 2.513 -2.383 -0.889  0.162
C 3.205 -1.819 -2.080  -0.651
C 2.313 -3.686 -0.534  -0.297
C 1.528 -3.699 0.642  -0.284
C 1.248 -2.405 0.970  0.153
C 0.463 -1.842 2.101  -0.645
C 2.867 0.739 0.007  -0.171
C 4.264 0.745 0.025  0.430
F 4.955 -0.409 0.062  -0.315
C 4.946 1.938 0.032  -0.309
C 4.255 3.156 0.031  -0.166
C 2.880 3.207 0.042  -0.248
C 2.206 1.991 0.041  0.165
C -2.451 1.496 -0.722  -0.277
C -3.489 0.584 -0.777  0.337
O -4.230 0.309 -1.873  -0.487
C -3.931 0.993 -3.069  -0.255
H -6.045 -2.438 0.987  0.207
H -5.596 -1.192 2.177  0.179
H -4.411 -2.441 1.695  0.181
H -3.391 -0.465 2.469  0.230
H -1.554 1.195 2.526  0.244
H 4.253 -1.612 -1.871  0.228
H 3.164 -2.539 -2.894  0.229
H 2.727 -0.895 -2.404  0.217
H 2.683 -4.544 -1.060  0.218
H 1.206 -4.570 1.179  0.216
H 1.072 -1.162 2.697  0.216
H -0.397 -1.283 1.729  0.230
H 0.118 -2.652 2.738  0.224
H 6.024 1.923 0.050  0.233
H 4.825 4.072 0.036  0.222
H 2.331 4.133 0.063  0.241
H -2.142 2.077 -1.574  0.250
H -2.913 0.778 -3.408  0.180
H -4.643 0.620 -3.803  0.205
H -4.057 2.074 -2.956  0.180

Cartesian forces (eV/Å) of the 2 atoms listed first:
C -0.1 -0.2 0.2
O 0.2 0.3 -0.2

Output
E_LUMO = 0.6 eV
HOMO = -7.7 eV
Kohn-Sham gap = 8.30 eV
Relative energy (zero: lowest compared OMol25 entry of this formula, charge and spin) = 279.9 kJ/mol